Record 1
13
Properties=species:S:1:pos:R:3 method="wB97M-V/def2-TZVPD" e_tot_ha=-876.60164 homo_ev="-7.553 / -7.553" relative_energy_kcal_mol=21.16 orbital_gap_ev="6.27 / 6.27"
C -1.21530 0.33615 -0.14790
C -0.30650 0.15921 0.95477
C -1.20818 -0.05681 -1.46475
C -0.19131 -0.52283 -2.32422
C 0.98158 -0.02997 0.97888
P 1.46292 -0.78684 -1.96108
P 2.08291 -0.06628 2.39165
H -2.14766 0.72158 0.19421
H -0.97415 0.45248 1.81660
H -2.08382 0.03263 -2.02065
H -0.45995 -0.76733 -3.42776
H 3.26649 0.79418 1.85666
H 2.65662 -1.31328 2.02797

***

Record 2
22
Properties=species:S:1:pos:R:3 method="wB97M-V/def2-TZVPD" e_tot_ha=-743.64774 homo_ev=-8.593 relative_energy_kcal_mol=54.03 orbital_gap_ev=9.41
N -0.98401 0.94617 0.05736
C -0.66723 -0.47171 0.47326
C -1.88571 -1.14838 1.03795
S -2.64458 0.13668 2.11279
C 0.03489 -1.18544 -0.64605
N 1.44294 -0.78151 -0.88029
C 1.47807 0.42914 -1.76009
H -1.84605 0.97981 -0.43058
H -0.33914 1.45747 -0.55114
H 0.08203 -0.43565 1.27830
H -2.63090 -1.50779 0.31219
H -1.68282 -1.98456 1.61322
H -1.56917 0.79808 2.62795
H -0.49037 -1.19423 -1.66305
H 0.11527 -2.24548 -0.43455
H 1.96651 -0.62289 0.15698
H 1.36424 0.07133 -2.82023
H 2.60634 0.86424 -1.82976
H 0.75210 1.31684 -1.75377
H 0.96346 1.62620 1.37192
H 2.07242 1.41543 0.36439
O 1.86172 1.53625 1.36318

***

Record 3
48
Properties=species:S:1:pos:R:3 method="wB97M-V/def2-TZVPD" e_tot_ha=-1562.91242 homo_ev=-8.259 relative_energy_kcal_mol=54.36 orbital_gap_ev=8.33
C -5.05908 -0.05059 0.46817
H -4.98976 0.34413 -0.55082
O -3.84072 0.07404 1.15797
C -2.74938 -0.58657 0.67118
C -1.58425 -0.48441 1.42945
C -0.42560 -1.11237 1.02666
C -0.39429 -1.86988 -0.13893
C -1.55658 -1.96441 -0.88927
C -2.72577 -1.33302 -0.49954
H -3.60699 -1.43880 -1.11294
H -1.55917 -2.54792 -1.79985
C 0.85742 -2.56512 -0.60631
H 0.57768 -3.46714 -1.15707
H 1.38055 -1.90003 -1.30301
C 1.82060 -2.95985 0.52585
N 2.45297 -1.81188 1.12811
C 3.44008 -1.23661 0.57842
N 4.12832 -1.57746 -0.54745
H 4.74790 -0.87171 -0.91886
H 3.71143 -2.22660 -1.19051
N 3.96998 -0.10572 1.21653
S 3.95604 1.31972 0.31734
O 4.78592 1.10394 -0.83506
O 4.29075 2.37100 1.22462
C 2.25232 1.46894 -0.20338
C 1.35653 2.06733 0.63116
C 0.00437 2.18186 0.24618
C -0.95483 2.82318 1.05710
C -2.24874 2.94975 0.63660
C -2.64264 2.43318 -0.60711
C -1.74274 1.78429 -1.40527
C -0.39725 1.64511 -1.00706
C 0.56261 1.01610 -1.82842
C 1.87043 0.93481 -1.43856
H 2.63008 0.49465 -2.06533
H 0.24652 0.61126 -2.77868
H -2.04418 1.37675 -2.35940
H -3.66723 2.55457 -0.92637
H -2.97897 3.44542 1.25796
H -0.64273 3.21963 2.01187
H 1.69629 2.47509 1.57087
H 3.57795 0.02911 2.13700
H 1.25431 -3.45449 1.31958
H 2.55944 -3.67478 0.13666
H 0.47132 -1.02547 1.61929
H -1.61559 0.09558 2.33807
H -5.78060 0.53759 1.03336
H -5.39473 -1.09222 0.42919

***

Record 4
54
Properties=species:S:1:pos:R:3 method="wB97M-V/def2-TZVPD" e_tot_ha=-1548.87072 homo_ev=-8.398 relative_energy_kcal_mol=409.47 orbital_gap_ev=8.98
C 5.87240 1.98714 0.07968
H 6.31615 2.94172 0.18904
O 5.15236 1.50950 1.15939
C 4.58120 0.42599 1.18954
C 4.12412 0.16295 2.28595
C 3.34971 -1.02443 2.64299
C 3.19736 -1.79020 1.65514
C 3.70687 -1.67400 0.17952
C 4.48364 -0.52964 0.08122
H 4.86010 -0.17534 -0.84393
H 3.48154 -2.46820 -0.47433
S 2.09872 -3.50516 1.58630
O 2.49304 -4.17766 0.47304
O 1.90615 -3.82973 3.03388
N 0.56417 -2.81107 1.10408
C 0.02944 -1.75198 2.27035
C -1.47628 -1.43674 1.88548
H -1.99128 -2.47294 2.21865
H -2.00231 -0.88061 2.44961
C -1.84854 -1.29606 0.54096
C -1.30550 0.07528 -0.04747
O -0.36152 0.56051 0.72045
N -2.14047 0.67712 -0.87096
C -3.29979 0.20195 -1.34741
H -4.03900 -0.21923 -0.92989
C -4.06711 1.10336 -2.60562
H -3.23386 1.51127 -3.42903
H -4.88412 0.34208 -3.00617
C -4.55552 2.40192 -1.86866
C -3.65671 3.59043 -1.80870
C -2.52682 3.11156 -0.92955
C -1.52493 2.02819 -1.47647
H -1.52749 2.06470 -2.43879
H -0.52062 2.25449 -0.95134
H -2.80411 3.03465 0.09597
H -1.99513 3.96663 -0.75675
H -4.15294 4.34613 -1.65793
H -3.29470 3.83668 -2.59146
H -5.06072 2.09848 -0.98701
H -5.40979 2.56006 -2.49625
H -3.11906 -0.59237 -1.92129
H -2.87691 -1.40639 0.56698
C -1.03326 -2.30757 -0.43487
C 0.46020 -2.28747 -0.14841
H 0.92215 -3.28810 -0.77722
H 0.73750 -1.31724 -0.44155
H -1.28298 -1.91942 -1.55462
H -1.63215 -3.10564 -0.35397
H 0.11256 -2.28037 3.05709
H 0.56332 -0.92090 2.12280
H 2.79485 -1.42604 3.48980
H 4.15429 0.66913 3.25724
H 6.50660 1.19115 -0.46769
H 5.15517 2.24140 -0.71785